{"formula": "C25H44Cl3N4O3SiTi", "method": "ωB97M-V/def2-TZVPD", "species": ["C", "C", "H", "H", "H", "C", "C", "H", "H", "H", "H", "Ti", "Cl", "Cl", "C", "O", "N", "C", "C", "H", "H", "H", "H", "H", "H", "H", "H", "H", "C", "C", "N", "H", "C", "O", "H", "H", "H", "H", "O", "C", "C", "C", "H", "C", "H", "C", "H", "C", "C", "H", "H", "H", "Si", "Cl", "C", "C", "C", "H", "H", "H", "H", "H", "H", "H", "H", "H", "C", "C", "C", "C", "N", "N", "C", "H", "H", "H", "H", "H", "H", "H", "H"], "coordinates": [[2.199, -1.663, -4.920], [1.536, -0.495, -4.187], [2.618, -1.257, -5.861], [1.374, -2.441, -5.040], [3.078, -2.024, -4.342], [0.448, 0.145, -4.681], [0.032, -0.075, -6.034], [-0.178, 0.881, -4.078], [-0.553, -0.987, -6.141], [0.956, -0.192, -6.582], [-0.593, 0.769, -6.314], [-0.522, -0.627, 2.161], [1.934, -0.790, 2.662], [-1.516, -2.740, 1.965], [0.649, 2.253, 2.249], [-0.378, 1.520, 2.130], [0.553, 3.572, 2.205], [-0.733, 4.148, 1.853], [1.724, 4.448, 2.286], [1.644, 1.864, 2.436], [-1.508, 3.804, 2.553], [-1.055, 3.962, 0.814], [-0.600, 5.215, 1.998], [2.579, 3.890, 2.714], [1.435, 5.262, 2.965], [1.978, 4.875, 1.294], [-2.040, -1.388, -1.974], [-2.874, 0.797, -3.025], [-2.952, -1.203, -1.367], [-3.371, 1.115, -2.072], [-2.936, 0.209, -0.991], [-2.989, -1.835, -0.460], [-2.639, 0.634, 0.248], [-2.450, -0.115, 1.268], [-3.140, 2.171, -1.824], [-2.537, 1.706, 0.378], [-3.850, -1.340, -2.001], [-4.475, 0.973, -2.171], [0.955, -1.521, -2.629], [1.862, -0.420, -2.725], [0.033, 1.296, -1.988], [1.407, 0.886, -2.040], [-0.771, 0.534, -2.054], [-0.238, 2.649, -1.680], [2.993, -0.693, -2.786], [2.408, 1.699, -1.572], [-1.293, 2.966, -1.861], [0.845, 3.476, -1.409], [2.107, 2.991, -1.207], [3.371, 1.199, -1.514], [0.620, 4.505, -1.315], [2.909, 3.596, -0.874], [0.828, -2.938, -1.781], [0.104, -0.288, 0.179], [-0.881, -3.672, -1.740], [1.491, -3.473, -0.025], [2.141, -3.630, -2.813], [-1.546, -3.107, -2.397], [-1.319, -3.737, -0.726], [-0.782, -4.684, -2.167], [1.603, -3.632, -3.768], [2.477, -4.637, -2.583], [2.995, -2.944, -2.821], [2.444, -3.038, 0.329], [1.736, -4.552, -0.230], [0.839, -3.498, 0.886], [0.982, -1.752, 7.206], [0.034, -1.265, 6.224], [-1.096, -0.433, 6.324], [-1.526, -0.184, 4.994], [-0.664, -0.817, 4.160], [0.214, -1.532, 4.890], [-2.603, 0.634, 4.431], [1.091, -0.974, 7.962], [0.649, -2.677, 7.679], [1.969, -1.908, 6.758], [-1.509, -0.045, 7.247], [0.972, -2.011, 4.468], [-3.570, 0.481, 4.941], [-2.370, 1.709, 4.547], [-2.762, 0.401, 3.363]], "atomic_forces_ev_per_a": [[-0.226, 1.180, -0.286], [-0.933, 2.187, -1.657], [-0.481, -0.579, 0.003], [1.603, 0.941, -0.436], [-0.960, 0.104, -0.680], [1.214, 0.832, 2.465], [-0.716, -0.191, -1.044], [1.371, -1.140, -0.836], [-0.221, -0.272, -0.215], [-0.221, 0.152, -1.044], [0.134, -0.029, -0.774], [-0.519, -0.323, 2.082], [0.719, -0.101, 0.206], [-0.361, -1.497, 0.010], [-2.082, -1.897, -0.062], [1.935, 2.084, 1.013], [0.090, 0.611, -0.593], [-0.053, 0.418, 0.377], [-0.471, -0.182, -0.007], [0.158, -0.471, 0.015], [0.187, -0.059, -0.308], [0.320, -0.165, 0.396], [-0.289, 0.292, -0.124], [-0.467, 0.321, -0.342], [0.422, -0.045, -0.132], [-0.013, -0.287, 0.506], [-0.624, 0.000, 0.525], [-0.359, 0.461, 0.769], [0.002, 0.341, 0.042], [-0.172, -0.510, 0.419], [-0.348, 0.488, 0.062], [0.251, 0.301, -0.513], [0.603, -2.128, 2.223], [-1.422, 2.081, -2.978], [-0.178, -0.720, -0.189], [-0.063, 0.435, -0.251], [0.382, -0.250, 0.305], [0.723, 0.344, -0.220], [-1.042, 0.088, 3.332], [-0.703, -0.449, -1.627], [0.802, 0.318, 0.509], [-0.436, -1.199, -0.717], [0.860, 0.823, -0.409], [-0.273, -2.004, -1.481], [-1.629, 0.501, 1.615], [-0.338, -1.071, -0.314], [1.175, 0.225, 0.577], [-1.172, 0.185, 0.388], [0.477, -0.117, -0.312], [0.175, 0.682, 0.171], [0.091, 1.104, 0.367], [0.543, 0.871, 0.300], [1.165, -0.261, 3.727], [1.654, -0.344, -4.828], [-0.225, -0.165, -0.827], [0.090, -0.315, 0.353], [0.097, -1.973, -0.741], [-0.070, -0.389, -0.005], [0.450, 0.212, -0.425], [-0.154, 0.151, 0.183], [0.881, -0.413, -0.051], [0.078, -0.172, 0.017], [-0.333, -0.404, 0.101], [-0.335, 0.084, -0.395], [-0.175, 0.616, 0.037], [0.168, 0.390, -1.068], [0.676, -0.157, 0.936], [-1.443, 0.657, -1.839], [0.779, -0.484, -0.163], [2.130, -1.574, 0.416], [-1.008, 0.048, 1.431], [-2.140, 1.718, 2.416], [-1.037, 0.774, -0.131], [0.108, -0.212, 0.244], [0.121, -0.067, 0.122], [-0.140, -0.076, 0.051], [0.043, -0.054, -0.151], [0.665, -0.089, -0.769], [0.375, -0.086, -0.024], [-0.071, -0.295, -0.239], [0.188, 0.197, 0.495]], "mulliken_spin": [0.000, 0.001, 0.000, 0.000, 0.000, 0.000, 0.000, 0.000, 0.000, 0.000, 0.000, 1.711, 0.008, 0.012, 0.025, -0.003, 0.022, 0.004, -0.002, -0.009, 0.001, 0.000, 0.000, 0.001, 0.001, -0.001, 0.000, 0.000, -0.001, 0.004, 0.030, 0.001, 0.011, -0.009, -0.001, 0.003, 0.000, -0.001, -0.001, -0.005, 0.026, 0.016, -0.012, 0.031, -0.002, -0.013, 0.002, -0.020, 0.014, -0.002, 0.000, 0.000, 0.005, -0.042, 0.004, 0.009, 0.000, -0.002, 0.002, 0.000, 0.000, 0.000, 0.000, 0.000, 0.001, -0.002, -0.005, 0.067, -0.023, 0.088, -0.036, 0.054, 0.041, 0.002, 0.006, 0.002, 0.001, 0.001, 0.004, 0.007, -0.026], "s_squared": 2.011, "max_force_ev_per_a": 5.11, "spin_multiplicity": 3, "lumo_energy_ev": [2.393, 2.383], "homo_energy_ev": [-1.021, -4.928], "relative_energy_kj_mol": 0.00, "charge": -1}

=====

{"formula": "C25H44F13O13PS3", "method": "ωB97M-V/def2-TZVPD", "species": ["C", "C", "S", "C", "C", "C", "O", "C", "O", "C", "C", "C", "C", "F", "F", "C", "F", "F", "C", "F", "F", "C", "F", "F", "S", "F", "F", "F", "F", "F", "P", "O", "O", "S", "H", "H", "H", "H", "H", "H", "H", "H", "H", "H", "H", "H", "H", "H", "H", "H", "H", "H", "H", "H", "C", "C", "O", "C", "O", "O", "C", "H", "H", "H", "H", "H", "H", "H", "H", "C", "C", "O", "C", "O", "O", "C", "H", "H", "H", "H", "H", "H", "H", "H", "C", "C", "O", "C", "O", "O", "C", "H", "H", "H", "H", "H", "H", "H", "H"], "coordinates": [[2.259, -1.611, -0.133], [1.314, -1.497, -1.321], [0.983, 0.193, -1.895], [0.597, 1.058, -0.342], [-0.430, 2.159, -0.579], [0.061, 3.131, -1.646], [-0.717, 4.302, -1.636], [-0.078, 5.464, -2.124], [-0.669, 2.930, 0.590], [-1.287, 2.335, 1.703], [-2.490, 1.447, 1.394], [-3.590, 2.275, 0.723], [-4.724, 1.419, 0.215], [-4.821, 0.255, 0.902], [-4.515, 1.097, -1.088], [-6.094, 2.130, 0.321], [-6.332, 2.351, 1.619], [-5.957, 3.328, -0.286], [-7.336, 1.353, -0.284], [-8.265, 1.183, 0.661], [-6.946, 0.131, -0.684], [-7.996, 1.988, -1.563], [-7.032, 2.281, -2.432], [-8.773, 1.051, -2.104], [-9.121, 3.515, -1.319], [-10.243, 2.568, -0.716], [-8.568, 3.777, 0.153], [-8.027, 4.494, -1.899], [-9.699, 3.297, -2.773], [-10.091, 4.735, -1.143], [-0.125, 1.548, 2.907], [-0.995, 1.666, 4.261], [-0.256, -0.041, 2.679], [1.659, 2.246, 2.983], [3.235, -1.186, -0.377], [1.872, -1.105, 0.754], [2.402, -2.663, 0.127], [1.787, -1.967, -2.187], [0.369, -2.015, -1.144], [0.192, 0.313, 0.345], [1.499, 1.492, 0.096], [-1.357, 1.683, -0.930], [-0.032, 2.633, -2.621], [1.121, 3.356, -1.466], [-0.597, 5.830, -3.016], [0.967, 5.274, -2.390], [-0.104, 6.242, -1.355], [-1.660, 3.183, 2.294], [-2.209, 0.591, 0.776], [-2.865, 1.034, 2.334], [-3.976, 3.021, 1.421], [-3.196, 2.817, -0.139], [-0.625, 2.371, 4.813], [0.622, -0.422, 2.532], [-0.345, -5.857, -5.954], [0.917, -6.281, -5.237], [2.097, -5.798, -5.908], [2.405, -4.524, -5.671], [1.824, -3.775, -4.928], [3.491, -4.216, -6.381], [3.904, -2.849, -6.262], [-0.316, -6.178, -6.996], [-1.211, -6.315, -5.476], [-0.466, -4.775, -5.921], [1.031, -7.363, -5.245], [0.927, -5.932, -4.205], [4.008, -2.564, -5.217], [3.181, -2.196, -6.748], [4.864, -2.785, -6.766], [1.305, 1.381, 10.870], [1.336, 2.147, 9.566], [0.962, 1.313, 8.452], [-0.347, 1.125, 8.293], [-1.223, 1.631, 8.948], [-0.528, 0.330, 7.238], [-1.898, 0.048, 6.931], [1.935, 0.494, 10.804], [1.681, 2.013, 11.675], [0.290, 1.076, 11.117], [2.344, 2.476, 9.324], [0.678, 3.014, 9.596], [-2.466, 0.970, 6.829], [-2.340, -0.567, 7.713], [-1.881, -0.487, 5.987], [9.157, -1.669, -1.452], [8.769, -1.552, -2.909], [8.452, -2.837, -3.478], [7.233, -3.297, -3.206], [6.375, -2.717, -2.588], [7.096, -4.490, -3.787], [5.818, -5.099, -3.581], [9.980, -2.374, -1.333], [9.479, -0.696, -1.079], [8.314, -2.006, -0.851], [9.600, -1.192, -3.511], [7.918, -0.885, -3.044], [5.018, -4.415, -3.856], [5.702, -5.397, -2.540], [5.794, -5.974, -4.224]], "atomic_forces_ev_per_a": [[0.035, -0.038, -0.084], [0.110, -0.074, -0.034], [0.065, 0.028, -0.026], [0.105, -0.117, -0.073], [-0.203, -0.147, -0.063], [0.003, 0.046, -0.083], [-0.095, -0.036, 0.098], [0.038, 0.026, -0.098], [0.134, -0.007, 0.043], [-0.104, -0.022, 0.007], [-0.082, 0.013, 0.018], [0.275, 0.165, 0.067], [-0.274, -0.113, -0.147], [-0.052, -0.152, 0.170], [0.037, -0.055, -0.146], [0.012, -0.130, -0.266], [-0.126, 0.058, 0.323], [-0.095, 0.161, -0.109], [0.048, 0.208, -0.106], [-0.098, 0.017, 0.082], [0.130, -0.119, -0.031], [0.107, 0.049, 0.202], [-0.005, 0.049, -0.140], [-0.087, -0.076, 0.024], [0.009, -0.013, 0.274], [0.059, 0.004, -0.017], [0.041, -0.093, -0.143], [0.109, -0.031, 0.023], [0.037, -0.088, -0.180], [-0.087, 0.116, 0.069], [-0.033, -0.105, 0.138], [0.152, 0.291, -0.065], [0.171, 0.042, -0.179], [-0.144, -0.042, 0.030], [-0.078, 0.020, 0.074], [0.050, 0.030, -0.036], [-0.004, 0.056, -0.021], [-0.159, -0.011, -0.003], [0.045, 0.073, 0.078], [-0.043, 0.100, -0.052], [-0.096, -0.067, -0.026], [-0.001, 0.161, 0.038], [0.193, -0.024, 0.061], [-0.092, 0.046, 0.044], [0.034, -0.030, 0.049], [-0.066, 0.011, 0.031], [-0.017, -0.057, -0.044], [0.112, -0.013, -0.070], [0.034, 0.072, 0.030], [0.042, 0.010, -0.063], [0.049, -0.074, 0.014], [-0.010, 0.049, 0.077], [-0.061, -0.170, 0.068], [-0.106, -0.022, 0.140], [0.032, 0.033, -0.051], [-0.056, -0.065, 0.075], [0.028, 0.080, -0.018], [0.070, 0.006, 0.063], [-0.043, -0.041, -0.012], [-0.032, -0.026, -0.002], [0.089, 0.051, 0.002], [-0.014, -0.016, 0.011], [-0.003, -0.001, 0.005], [0.005, -0.005, 0.019], [0.017, 0.011, -0.017], [0.002, 0.026, -0.017], [-0.022, -0.001, 0.002], [-0.013, 0.009, 0.036], [-0.017, -0.038, -0.022], [-0.014, -0.056, -0.028], [0.044, 0.083, 0.051], [-0.054, -0.119, 0.038], [-0.020, 0.290, -0.196], [0.047, -0.136, 0.050], [0.038, -0.027, 0.075], [-0.037, -0.046, -0.042], [0.012, 0.016, 0.011], [-0.001, 0.004, 0.004], [-0.004, 0.018, -0.005], [-0.007, -0.022, -0.017], [-0.021, -0.026, -0.001], [-0.002, -0.004, 0.017], [-0.004, 0.025, 0.012], [0.020, 0.002, 0.013], [-0.004, -0.064, 0.002], [0.027, 0.102, 0.000], [-0.019, -0.096, 0.094], [-0.121, 0.162, -0.289], [0.084, -0.085, 0.079], [0.055, 0.025, 0.094], [-0.118, -0.095, -0.049], [0.009, 0.021, 0.001], [-0.001, 0.005, 0.002], [-0.009, 0.013, -0.010], [-0.004, -0.028, -0.005], [-0.013, -0.026, 0.015], [-0.005, 0.005, 0.040], [-0.009, 0.046, 0.008], [0.065, 0.015, -0.005]], "lowdin_charge": [-0.147, -0.537, 0.890, -0.444, -0.385, -0.200, -0.168, -0.094, -0.102, -0.397, -0.145, -0.054, -0.443, 0.126, 0.126, -0.358, 0.160, 0.140, -0.356, 0.156, 0.158, -0.432, 0.149, 0.140, 0.773, -0.123, -0.126, -0.122, -0.119, -0.105, 0.214, -0.201, -0.198, 0.336, 0.081, 0.040, 0.076, 0.060, 0.072, 0.054, 0.069, 0.140, 0.115, 0.134, 0.085, 0.085, 0.088, 0.140, 0.123, 0.126, 0.140, 0.140, 0.078, 0.058, -0.063, -0.208, 0.035, -0.620, 0.115, -0.003, -0.033, 0.082, 0.081, 0.077, 0.122, 0.121, 0.088, 0.099, 0.096, -0.064, -0.209, 0.034, -0.614, 0.120, -0.003, -0.044, 0.082, 0.080, 0.077, 0.123, 0.122, 0.093, 0.099, 0.089, -0.064, -0.208, 0.036, -0.611, 0.116, 0.009, -0.028, 0.082, 0.081, 0.076, 0.123, 0.122, 0.079, 0.100, 0.099], "max_force_ev_per_a": 0.35, "lumo_energy_ev": 0.425, "homo_energy_ev": -8.625}